[1]
Computed, not measured: a structure of composition C11H26Cl3N6O2S2V, with ωB97M-V with the def2-TZVPD basis set.

Geometry as XYZ:
```
51
Properties=species:S:1:pos:R:3:mulliken_spin:R:1
V -0.748 0.188 -1.218 2.03
N -2.013 0.990 -2.775 -0.03
C -1.238 1.238 -4.009 0.00
C -0.340 0.030 -4.195 0.00
N 0.435 -0.119 -2.933 -0.01
H -2.736 0.298 -2.964 0.01
H -2.492 1.836 -2.481 0.00
H -0.630 2.134 -3.867 0.00
H -1.870 1.392 -4.884 0.00
H 0.306 0.148 -5.064 0.00
H -0.950 -0.865 -4.331 0.00
H 1.254 0.480 -2.985 0.00
H 0.794 -1.070 -2.868 0.01
C -2.574 -4.750 1.235 0.00
N -2.161 -4.016 0.047 0.00
C -2.130 -2.701 -0.043 0.01
N -2.495 -1.962 0.995 0.00
S -1.608 -2.010 -1.543 -0.01
H -2.432 -5.811 1.057 0.00
H -3.629 -4.583 1.461 0.00
H -1.965 -4.467 2.095 0.00
H -1.899 -4.546 -0.768 0.00
H -2.883 -2.397 1.818 0.00
H -2.561 -0.961 0.901 0.00
C 1.672 1.583 3.253 0.00
N 1.434 0.384 2.450 0.00
C 0.631 -0.628 3.140 0.00
C 1.804 0.273 1.175 0.00
S 0.882 -0.781 0.103 -0.04
N 2.915 0.860 0.738 0.00
C 3.225 0.952 -0.684 0.00
C 4.029 1.204 1.627 0.00
H 0.706 1.920 3.629 0.00
H 2.103 2.380 2.655 0.00
H 2.320 1.369 4.103 0.00
H 1.074 -0.781 4.125 0.00
H 0.642 -1.564 2.595 0.00
H -0.392 -0.283 3.268 0.00
H 2.382 1.364 -1.233 0.00
H 3.486 -0.023 -1.099 0.00
H 4.072 1.622 -0.807 0.00
H 3.895 0.759 2.608 0.00
H 4.151 2.283 1.718 0.00
H 4.941 0.789 1.200 0.00
Cl -0.595 4.239 1.346 0.00
C -1.185 3.079 0.195 0.00
Cl 0.154 2.548 -0.901 0.00
Cl -2.487 3.758 -0.786 0.00
C -1.659 1.745 0.863 0.01
O -1.678 1.636 2.054 0.00
O -1.956 0.834 -0.015 0.00
```

As for the LUMO energy (spin up / spin down): -6.5042 / -5.6552 eV. The calculation puts the frontier orbital gap (spin up / spin down) at 8.28 / 9.38 eV. As for the charge: +2. The calculation puts the molecular weight at 495.806 g/mol. Its electronic energy is -4034.342371 a.u. Its spin multiplicity is 3.

---

[2]
Computed, not measured: a structure of composition C8H23ClCuNO3, with ωB97M-V with the def2-TZVPD basis set.

Geometry as XYZ:
```
37
Properties=species:S:1:pos:R:3:mulliken_charge:R:1
Cu -0.766 0.227 1.010 0.11
Cl 0.570 0.386 2.741 -0.55
C 3.450 2.245 0.457 -1.31
C 2.126 2.138 -0.187 -0.10
O 1.550 0.791 -0.279 -0.08
H 3.635 3.291 0.690 0.37
H 4.338 2.035 -0.181 0.31
H 3.647 1.684 1.365 0.36
H 2.152 2.550 -1.177 0.32
H 1.386 2.764 0.431 0.16
H 1.871 0.284 0.493 0.08
C -0.858 -3.265 1.759 -0.37
C 0.401 -3.253 2.523 -0.26
O 1.540 -2.825 1.654 -0.55
H -1.702 -3.404 2.480 0.34
H -0.808 -4.001 0.903 0.26
H -1.035 -2.279 1.320 -0.22
H 0.564 -4.257 2.962 0.28
H 0.355 -2.522 3.396 0.27
H 1.859 -2.008 2.087 0.28
C -2.739 2.100 -2.254 -1.44
C -2.320 1.019 -1.257 0.48
C -1.193 0.214 -1.864 -0.71
O -0.911 -0.882 -0.955 -0.19
C 0.285 -1.628 -1.302 -0.89
N -1.858 1.606 0.009 -0.40
H -1.868 2.715 -2.601 0.30
H -3.494 2.783 -1.778 0.37
H -3.175 1.679 -3.164 0.42
H -3.175 0.386 -0.964 0.26
H -0.345 0.859 -1.881 0.20
H -1.522 -0.079 -2.869 0.45
H 1.084 -1.041 -1.514 0.45
H 0.179 -2.326 -2.141 0.26
H 0.573 -2.238 -0.402 0.24
H -2.585 1.887 0.636 0.27
H -1.211 2.365 -0.144 0.23
```

As for the LUMO energy: 0.4267 eV. The calculation puts the frontier orbital gap at 8.42 eV. The calculation puts the molecular weight at 280.275 g/mol. Its electronic energy is -2699.747336 a.u.

---

[3]
Computed, not measured: a cluster of 6 separate species, C43H57N7O14P in total, with ωB97M-V with the def2-TZVPD basis set.

Geometry as XYZ:
```
122
Properties=species:S:1:pos:R:3:mulliken_charge:R:1
C -2.703 -1.065 -2.449 -1.29
C -1.643 0.060 -2.413 0.21
C -1.404 0.656 -3.799 -0.86
C -0.681 2.011 -3.814 -0.98
N -0.961 2.830 -2.615 -0.15
N -1.395 4.167 -2.922 0.31
C -2.792 4.179 -3.461 -1.66
C -3.760 3.315 -2.674 1.97
C -5.076 3.194 -3.486 -1.37
P -6.266 4.307 -2.717 0.81
O -5.671 5.647 -2.646 -0.75
O -7.593 4.317 -3.584 -0.43
C -8.192 3.084 -4.030 0.00
C -7.820 2.756 -5.471 -1.15
O -6.611 3.752 -1.266 -0.43
C -6.599 2.334 -0.953 0.01
C -5.474 2.003 0.026 -0.73
C -1.174 5.046 -1.689 -0.55
O -2.247 5.863 -1.464 -0.39
C -3.023 5.606 -0.295 -0.70
H -3.367 -0.974 -1.589 0.35
H -3.332 -0.994 -3.333 0.38
H -2.243 -2.046 -2.376 0.08
H -1.969 0.813 -1.702 -0.06
H -0.719 -0.375 -2.035 0.47
H -0.756 -0.037 -4.337 0.52
H -2.335 0.693 -4.366 0.33
H 0.393 1.833 -3.874 0.48
H -0.936 2.568 -4.716 0.37
H -0.115 2.924 -2.065 0.19
H -0.789 4.549 -3.652 0.50
H -2.728 3.767 -4.468 0.49
H -3.138 5.204 -3.549 0.39
H -3.349 2.325 -2.516 -0.80
H -4.000 3.792 -1.731 -0.34
H -4.969 3.575 -4.502 0.78
H -5.389 2.156 -3.566 0.61
H -7.942 2.248 -3.379 0.08
H -9.267 3.219 -3.958 0.48
H -7.674 3.672 -6.036 0.28
H -6.926 2.138 -5.517 0.24
H -8.630 2.180 -5.913 0.42
H -6.558 1.724 -1.849 0.01
H -7.556 2.126 -0.483 0.56
H -4.931 2.917 0.255 0.17
H -5.866 1.579 0.942 0.15
H -4.759 1.312 -0.417 0.15
H -0.287 5.642 -1.899 0.36
H -0.949 4.413 -0.835 0.61
H -2.659 6.200 0.540 0.33
H -4.046 5.901 -0.516 0.26
H -3.017 4.548 -0.034 0.30
C -6.600 0.124 6.482 -0.43
C -5.331 -0.328 6.146 -0.42
C -5.040 -0.676 4.838 -0.38
C -6.036 -0.560 3.886 0.18
C -7.308 -0.117 4.198 -0.34
C -7.587 0.226 5.510 -0.47
N -5.729 -0.914 2.492 1.07
O -4.613 -1.316 2.240 -0.63
O -6.609 -0.776 1.665 -0.60
H -6.822 0.396 7.505 0.39
H -4.565 -0.409 6.905 0.38
H -4.058 -1.030 4.565 0.46
H -8.066 -0.044 3.434 0.45
H -8.576 0.573 5.775 0.38
C 4.586 1.077 2.265 -0.17
C 3.395 0.363 2.298 -0.63
C 2.275 0.856 1.653 -0.22
C 2.377 2.063 0.982 0.11
C 3.553 2.792 0.939 -0.30
C 4.665 2.288 1.590 -0.68
N 1.200 2.578 0.290 1.06
O 0.166 1.949 0.346 -0.57
O 1.302 3.634 -0.329 -0.65
H 5.457 0.678 2.768 0.31
H 3.344 -0.578 2.826 0.43
H 1.342 0.312 1.673 0.48
H 3.601 3.733 0.411 0.42
H 5.594 2.841 1.570 0.38
C 10.564 0.583 5.274 -0.41
C 10.213 0.312 3.957 -0.65
C 9.019 -0.331 3.676 -0.04
C 8.195 -0.687 4.727 -0.15
C 8.527 -0.432 6.043 -0.28
C 9.723 0.210 6.313 -0.53
N 6.928 -1.370 4.434 1.20
O 6.668 -1.610 3.267 -0.64
O 6.205 -1.652 5.362 -0.64
H 11.497 1.085 5.490 0.40
H 10.871 0.599 3.149 0.40
H 8.738 -0.554 2.658 0.49
H 7.868 -0.733 6.843 0.46
H 10.002 0.415 7.337 0.40
C -2.849 -7.743 -2.936 -0.43
C -2.602 -6.569 -2.237 -0.51
C -1.800 -5.586 -2.793 -0.23
C -1.259 -5.801 -4.047 0.16
C -1.488 -6.964 -4.758 -0.38
C -2.291 -7.941 -4.192 -0.43
N -0.417 -4.756 -4.650 1.01
O -0.214 -3.747 -4.003 -0.62
O 0.024 -4.957 -5.759 -0.60
H -3.478 -8.507 -2.500 0.38
H -3.035 -6.417 -1.258 0.39
H -1.597 -4.671 -2.258 0.40
H -1.050 -7.105 -5.733 0.45
H -2.481 -8.857 -4.733 0.38
C 10.365 -5.573 0.604 -0.42
C 9.277 -4.881 1.119 -0.55
C 9.290 -4.442 2.432 -0.21
C 10.404 -4.707 3.207 0.09
C 11.497 -5.396 2.716 -0.46
C 11.471 -5.832 1.402 -0.41
N 10.431 -4.229 4.599 1.04
O 9.449 -3.644 5.007 -0.59
O 11.430 -4.438 5.251 -0.61
H 10.351 -5.912 -0.424 0.38
H 8.415 -4.682 0.497 0.39
H 8.449 -3.904 2.844 0.51
H 12.351 -5.590 3.348 0.45
H 12.316 -6.373 1.001 0.38
```

As for the LUMO energy: -3.0153 eV. The calculation puts the frontier orbital gap at 8.24 eV. The value obtained for the energy above the lowest of the compared OMol25 structures with the same formula, charge and spin is 0.0 kJ/mol. As for the charge: +1. The calculation puts the molecular weight at 926.938 g/mol. Its electronic energy is -3450.083338 a.u.